# 1
The ion C7H13N with charge -1 in a non-equilibrium geometry. Source: the OMol25 dataset; level of theory: ωB97M-V/def2-TZVPD.

## Properties
- DFT total energy (eV) = -8956.8326
- maximum force (eV Å⁻¹) = 1.348
- LUMO level (spin up / spin down) (hartree) = 0.156 / 0.151
- ΔE to the lowest compared entry with this formula, charge and spin (kJ/mol) = 104.7
- 2S+1 = 2
- charge = -1
- expectation value of S² = 0.755

Structure (XYZ):
```
21
Properties=species:S:1:pos:R:3:forces:R:3
C 2.195 0.033 0.992 0.67 0.84 0.60
C 1.302 0.760 -0.020 -1.06 -0.10 0.82
C -0.134 0.866 0.531 -0.21 -0.20 -0.85
C -0.454 1.961 1.247 0.47 0.17 0.38
C -2.237 -1.215 -1.908 0.57 0.36 -0.08
C -1.658 0.001 -1.207 -0.07 -0.79 -0.19
C -1.104 -0.147 0.057 0.04 0.24 0.16
N 2.010 -1.390 1.046 0.40 -1.11 0.58
H 3.265 0.284 0.890 -0.07 -0.32 -0.76
H 2.074 0.404 2.017 -0.65 0.06 -0.12
H 1.248 0.091 -0.876 0.13 0.40 -0.52
H 1.618 1.783 -0.252 0.54 -0.19 -0.20
H 0.324 2.706 1.440 -0.19 -0.07 0.18
H -1.443 2.160 1.635 -0.10 -0.10 -0.04
H -2.074 -1.219 -2.998 -0.30 0.30 0.04
H -3.301 -1.402 -1.704 -0.01 -0.11 -0.07
H -1.645 -2.070 -1.582 -0.21 -0.36 0.24
H -1.806 0.971 -1.676 0.26 0.07 0.06
H -1.338 -1.034 0.662 -0.06 0.22 0.11
H 1.181 -1.673 1.547 -0.16 0.32 -0.07
H 1.976 -1.872 0.161 0.00 0.37 -0.29
```
Positions in Å, forces in eV/Å.

Here are the natural (NBO) charges for atoms 1 to 4, given in e: atom 1 (C): -0.21, atom 2 (C): -0.47, atom 3 (C): -0.01, atom 4 (C): -0.56

=====

# 2
The ion C36H39O3 with charge -1 in a non-equilibrium geometry. Source: the OMol25 dataset; level of theory: ωB97M-V/def2-TZVPD.

## Properties
- DFT total energy (eV) = -44105.9173
- maximum force (eV Å⁻¹) = 5.230
- LUMO level (hartree) = 0.085
- SMILES = COc1ccc([C@H](c2cc(C(C)(C)C)c([O-])c(C(C)(C)C)c2)[C@@H](C(=O)c2ccccc2)c2ccccc2)cc1
- ΔE to the lowest compared entry with this formula, charge and spin (kJ/mol) = 263.0
- charge = -1

Structure (XYZ):
```
78
Properties=species:S:1:pos:R:3:forces:R:3
C -4.585 -0.929 -4.875 0.16 -0.47 -0.09
O -4.099 -2.309 -4.917 -0.88 1.49 -0.42
C -3.241 -2.653 -3.922 0.55 -0.69 1.00
C -3.075 -4.040 -3.650 -0.53 1.05 -0.68
C -2.354 -4.443 -2.551 0.35 0.06 0.27
C -1.665 -3.535 -1.709 0.05 -0.32 -1.60
C -0.974 -4.085 -0.498 -2.33 -4.11 2.24
C -0.880 -3.142 0.629 1.33 0.71 0.49
C 0.289 -3.152 1.434 -0.59 0.19 -0.07
C 0.298 -2.630 2.708 -1.16 0.80 0.13
C 1.501 -2.690 3.664 -0.57 0.32 -0.14
C 1.884 -1.256 4.061 -0.01 0.07 0.10
C 2.728 -3.352 3.063 0.13 -0.24 -0.16
C 1.139 -3.512 4.911 -0.12 0.08 0.16
C -0.953 -1.968 3.170 0.11 -0.28 0.03
O -1.094 -1.642 4.378 0.20 0.44 0.49
C -2.040 -1.686 2.214 0.98 -0.29 0.33
C -3.225 -0.775 2.610 0.67 -0.45 -0.05
C -3.949 -1.366 3.824 0.02 -0.02 0.19
C -4.246 -0.653 1.484 -0.07 0.02 -0.18
C -2.655 0.612 2.916 0.03 0.15 0.07
C -1.958 -2.291 0.988 0.38 -0.76 -0.02
C 0.156 -5.428 -0.365 3.15 2.78 -1.81
C 0.361 -6.193 0.977 -1.49 0.35 0.95
O -0.608 -6.544 1.649 1.46 0.23 -1.03
C 1.790 -6.497 1.485 0.73 -0.02 -0.06
C 1.978 -6.935 2.826 -0.18 0.47 -0.44
C 3.250 -6.969 3.414 -0.41 -0.06 -0.47
C 4.378 -6.632 2.667 -0.27 -0.07 -0.23
C 4.237 -6.291 1.327 -0.54 -0.06 -0.52
C 2.965 -6.257 0.723 -0.41 0.39 0.28
C 0.053 -6.395 -1.528 -0.65 1.05 -0.01
C -0.940 -7.363 -1.417 -0.41 -0.88 -0.17
C -1.294 -8.184 -2.493 0.77 0.04 -0.25
C -0.561 -8.088 -3.686 -0.58 0.50 -0.39
C 0.364 -7.047 -3.853 0.16 0.18 0.41
C 0.643 -6.173 -2.781 0.15 -0.33 -0.24
C -1.756 -2.155 -2.093 0.73 -0.47 0.76
C -2.564 -1.708 -3.136 -0.53 -1.16 -0.56
H -5.349 -0.810 -5.669 0.57 -0.32 0.42
H -5.054 -0.696 -3.893 0.36 -0.28 -0.51
H -3.761 -0.205 -5.055 -0.48 -0.45 0.01
H -3.568 -4.771 -4.301 0.10 0.33 0.31
H -2.325 -5.513 -2.318 0.00 0.52 -0.07
H -1.492 -5.099 -0.091 -1.73 2.90 -0.71
H 1.224 -3.518 1.001 -0.28 -0.32 0.31
H 1.052 -0.776 4.585 0.13 -0.06 -0.12
H 2.766 -1.272 4.716 -0.07 0.06 -0.03
H 2.124 -0.675 3.160 -0.01 -0.09 0.20
H 2.547 -4.412 2.862 0.03 0.24 -0.13
H 3.079 -2.861 2.152 -0.04 0.00 -0.04
H 3.534 -3.304 3.802 0.06 0.02 -0.05
H 0.874 -4.536 4.616 0.03 0.12 0.06
H 2.013 -3.555 5.575 -0.08 -0.05 0.03
H 0.294 -3.060 5.438 0.17 -0.12 -0.14
H -3.267 -1.436 4.674 -0.10 -0.02 -0.14
H -4.814 -0.750 4.094 -0.02 0.03 -0.02
H -4.306 -2.373 3.577 0.01 0.09 0.07
H -3.789 -0.285 0.559 -0.06 -0.07 0.03
H -4.732 -1.615 1.290 0.10 0.10 -0.09
H -5.030 0.057 1.765 0.03 0.01 0.08
H -2.099 0.980 2.045 -0.09 0.00 0.11
H -3.457 1.324 3.140 0.00 0.00 0.04
H -1.972 0.563 3.767 -0.05 -0.04 -0.08
H -2.777 -2.128 0.303 0.00 -0.36 -0.19
H 0.925 -4.639 -0.489 1.03 -1.70 -0.15
H 1.093 -7.169 3.420 0.21 0.15 -0.18
H 3.352 -7.219 4.466 -0.07 -0.05 -0.18
H 5.367 -6.653 3.109 -0.08 0.07 0.08
H 5.108 -6.015 0.722 -0.30 -0.21 0.27
H 2.890 -5.969 -0.337 -0.05 -0.12 0.64
H -1.480 -7.456 -0.475 0.10 0.04 -0.18
H -2.124 -8.890 -2.421 0.33 0.15 0.12
H -0.826 -8.708 -4.561 0.22 0.27 0.65
H 0.851 -6.897 -4.832 -0.28 -0.07 0.64
H 1.302 -5.303 -2.918 -0.26 -0.53 0.05
H -1.207 -1.350 -1.582 -0.19 -0.77 0.22
H -2.717 -0.657 -3.367 0.40 -0.18 0.38
```
Positions in Å, forces in eV/Å.

Here are the Löwdin charges for atoms 1 to 4, given in e: atom 1 (C): -0.07, atom 2 (O): -0.10, atom 3 (C): -0.30, atom 4 (C): -0.01

=====

# 3
An isolated molecule of C8H17NO2Si2 in a non-equilibrium geometry. Source: the OMol25 dataset; level of theory: ωB97M-V/def2-TZVPD.

## Properties
- DFT total energy (eV) = -29910.0976
- maximum force (eV Å⁻¹) = 4.880
- LUMO level (hartree) = 0.024
- SMILES = C=C(CCCC)O[C@H](C#N)[SiH2]O[SiH3]
- ΔE to the lowest compared entry with this formula, charge and spin (kJ/mol) = 138.9
- charge = 0

Structure (XYZ):
```
30
Properties=species:S:1:pos:R:3:forces:R:3
C 0.191 2.410 0.902 0.00 -3.34 -3.56
C 0.251 1.467 -0.141 0.84 1.59 0.66
C 1.529 1.224 -1.032 -0.55 -0.67 0.10
C 2.577 0.449 -0.225 0.86 -0.35 0.31
C 2.263 -0.980 0.218 0.90 -0.14 -0.69
C 3.468 -1.480 1.112 -1.20 0.82 -2.17
O -0.858 0.653 -0.360 -0.55 -0.42 0.56
C -1.185 -0.374 -1.385 1.29 -0.09 2.65
C -1.785 0.285 -2.473 0.63 -0.14 -0.25
N -2.267 0.827 -3.345 -0.96 0.89 -1.45
Si -2.506 -1.599 -0.589 0.05 0.76 -0.57
O -3.674 -0.903 0.275 0.00 2.01 0.89
Si -4.120 0.326 1.393 -1.46 -3.02 0.64
H 1.035 3.019 1.088 0.70 0.49 0.08
H -0.675 2.497 1.505 -0.67 0.04 0.42
H 2.124 2.154 -1.240 -1.44 -0.51 -0.44
H 1.251 0.589 -1.988 0.55 1.66 1.67
H 3.466 0.272 -0.872 -0.36 0.57 0.21
H 2.957 1.085 0.641 -0.69 -0.79 -0.94
H 1.356 -1.160 0.773 -0.39 0.69 0.76
H 2.000 -1.577 -0.686 0.93 0.08 0.26
H 2.987 -2.192 1.656 -0.57 -3.19 1.37
H 3.484 -0.758 1.883 1.16 1.35 0.58
H 4.426 -1.812 0.668 -0.73 0.53 0.23
H -0.303 -1.000 -1.645 -0.48 0.49 -0.10
H -3.099 -2.311 -1.693 -0.26 -0.08 -0.71
H -1.843 -2.602 0.153 0.92 -0.66 0.92
H -5.130 1.237 0.731 0.80 -0.25 0.31
H -3.051 0.915 2.235 0.06 0.18 -0.64
H -4.870 -0.665 2.440 0.64 1.49 -1.11
```
Positions in Å, forces in eV/Å.

Here are the natural (NBO) charges for atoms 1 to 4, given in e: atom 1 (C): -0.51, atom 2 (C): 0.36, atom 3 (C): -0.48, atom 4 (C): -0.39

=====

# 4
A structure of composition C25H45Cl2ErP in a non-equilibrium geometry. Source: the OMol25 dataset; level of theory: ωB97M-V/def2-TZVPD.

## Properties
- DFT total energy (eV) = -88608.1034
- maximum force (eV Å⁻¹) = 3.905
- LUMO level (spin up / spin down) (hartree) = 0.086 / 0.087
- ΔE to the lowest compared entry with this formula, charge and spin (kJ/mol) = 106.6
- 2S+1 = 4
- charge = -1
- expectation value of S² = 4.176

Structure (XYZ):
```
74
Properties=species:S:1:pos:R:3:forces:R:3
Er 2.388 1.334 0.200 -0.99 0.18 1.56
Cl 2.318 -0.536 1.799 0.16 -0.01 0.46
P -0.248 0.508 -2.237 1.29 0.96 0.91
C -0.993 -0.645 -0.748 0.85 2.06 1.19
H -0.232 -0.405 0.020 -0.15 0.19 -0.51
H -1.850 -0.028 -0.422 -0.14 0.21 -0.44
C 1.644 0.771 -2.421 -0.45 0.46 -0.17
C -0.851 2.328 -2.447 -0.04 0.21 0.22
C 2.259 0.952 -3.831 0.06 -0.05 -0.22
H 1.828 1.782 -1.907 -0.56 -0.93 -0.98
C 3.741 1.355 -3.723 0.03 0.19 -0.31
H 2.177 0.018 -4.405 0.06 0.16 0.22
H 1.716 1.708 -4.415 0.20 -0.18 0.26
C 4.590 0.425 -2.847 -0.11 0.04 0.47
H 4.174 1.404 -4.734 -0.08 -0.02 0.22
H 3.793 2.381 -3.329 0.00 -0.19 0.09
C 3.893 0.190 -1.490 0.28 0.25 -0.98
H 4.785 -0.531 -3.344 -0.13 0.04 0.00
H 5.560 0.899 -2.658 -0.06 -0.11 -0.11
C 2.452 -0.317 -1.720 0.24 -0.05 0.45
H 4.425 -0.496 -0.817 0.06 0.28 -0.21
H 3.996 1.262 -1.026 0.48 -1.12 -0.36
H 2.480 -1.211 -2.352 0.00 0.03 0.36
H 1.982 -0.665 -0.755 -0.03 -0.21 -0.73
C -0.763 -0.440 -3.734 -0.25 0.24 -0.02
C -2.381 2.364 -2.569 -0.14 -0.01 -0.07
H -0.538 2.740 -1.468 -0.30 -0.19 -0.28
C -2.969 3.788 -2.559 0.18 -0.12 0.15
H -2.691 1.860 -3.501 0.09 0.11 0.18
H -2.821 1.793 -1.742 0.00 0.03 -0.13
C -2.311 4.728 -3.571 0.07 -0.15 -0.06
H -4.045 3.728 -2.755 0.06 0.01 0.06
H -2.857 4.211 -1.552 0.05 -0.07 -0.10
C -0.782 4.683 -3.495 -0.10 0.01 0.30
H -2.641 4.471 -4.587 0.06 -0.08 0.08
H -2.653 5.752 -3.388 0.01 -0.06 -0.06
C -0.198 3.257 -3.507 0.06 -0.32 -0.39
H -0.362 5.261 -4.329 0.02 -0.15 0.11
H -0.452 5.193 -2.579 -0.05 -0.16 -0.05
H -0.324 2.836 -4.519 0.00 0.09 0.24
H 0.882 3.352 -3.336 -0.23 -0.12 0.07
C 0.061 -1.731 -3.758 -0.20 -0.36 0.09
H -1.807 -0.692 -3.470 0.20 -0.18 -0.03
C -0.593 -2.745 -4.692 0.00 -0.09 -0.06
H 1.083 -1.521 -4.104 -0.27 -0.03 0.01
H 0.145 -2.159 -2.749 -0.01 0.06 -0.23
C -0.779 -2.194 -6.109 0.07 0.13 0.09
H 0.014 -3.654 -4.716 -0.07 0.00 -0.03
H -1.566 -3.031 -4.273 0.08 0.05 -0.01
C -1.457 -0.817 -6.118 -0.11 -0.05 0.06
H 0.204 -2.112 -6.595 -0.08 0.00 0.06
H -1.370 -2.901 -6.705 0.11 0.11 0.01
C -0.818 0.188 -5.143 0.12 0.01 0.04
H -1.454 -0.407 -7.134 0.03 0.00 0.07
H -2.513 -0.937 -5.844 0.07 -0.02 0.04
H 0.192 0.443 -5.501 -0.24 -0.07 0.16
H -1.403 1.119 -5.149 0.15 -0.28 0.03
C -0.017 -3.014 -0.326 -1.57 0.98 -2.28
C -1.246 -2.103 -0.602 0.51 -3.80 -0.74
H 0.661 -3.185 -1.159 -0.01 -0.13 -0.01
C -2.342 -2.493 0.448 -0.19 0.33 -0.46
H -1.662 -2.537 -1.545 -0.14 0.73 0.20
C -1.915 -2.841 1.874 0.18 -0.24 0.19
H -3.105 -1.716 0.520 -0.17 0.20 -0.09
H -2.835 -3.375 0.008 0.12 0.16 0.26
C -0.853 -3.934 1.926 0.34 0.06 -0.53
H -1.553 -1.969 2.445 -0.05 -0.05 -0.36
H -2.804 -3.207 2.401 -0.09 0.20 0.05
C 0.311 -3.583 0.965 0.65 0.00 1.46
H -0.470 -4.014 2.947 0.06 -0.01 0.07
H -1.277 -4.922 1.686 -0.12 0.23 -0.24
H 0.950 -2.864 1.511 0.16 -0.36 0.68
H 0.901 -4.493 0.796 0.15 0.11 0.24
Cl 2.044 3.702 -0.355 -0.18 0.88 -0.16
```
Positions in Å, forces in eV/Å.

Here are the Löwdin charges for atoms 1 to 4, given in e: atom 1 (Er): 0.36, atom 2 (Cl): -0.12, atom 3 (P): 1.16, atom 4 (C): -0.22

=====

# 5
A cluster of 2 separate species, C6H14 in total. Source: the OMol25 dataset; level of theory: ωB97M-V/def2-TZVPD.

## Properties
- DFT total energy (eV) = -6445.5467
- maximum force (eV Å⁻¹) = 0.410
- LUMO level (hartree) = 0.020
- ΔE to the lowest compared entry with this formula, charge and spin (kJ/mol) = 372.6
- charge = 0

Structure (XYZ):
```
20
Properties=species:S:1:pos:R:3:forces:R:3
C -1.463 -2.193 1.065 0.00 -0.06 0.03
C -1.227 -0.829 0.421 -0.05 0.05 -0.02
C 0.129 -0.229 0.796 -0.01 0.08 -0.08
C 0.290 1.226 0.584 0.29 -0.24 0.17
C 1.714 1.643 0.482 -0.01 0.02 -0.04
C 0.181 0.957 -2.247 0.01 -0.02 -0.05
H -0.676 -2.905 0.789 -0.11 0.10 0.03
H -2.423 -2.620 0.756 0.14 0.06 0.04
H -1.469 -2.112 2.159 0.00 -0.02 -0.15
H -1.282 -0.922 -0.673 0.03 0.03 0.18
H -2.011 -0.120 0.710 0.11 -0.10 -0.01
H 0.961 -0.867 0.441 -0.08 0.13 0.04
H 0.211 -0.225 1.905 0.00 0.03 -0.05
H -0.283 1.402 -1.354 0.03 -0.06 -0.20
H 1.831 2.538 -0.137 -0.05 -0.09 0.11
H 1.956 1.979 1.504 -0.05 -0.02 -0.05
H 2.455 0.883 0.188 -0.14 0.02 0.06
H 0.783 1.720 -2.747 -0.09 -0.11 0.03
H 0.820 0.115 -1.964 -0.11 0.15 -0.06
H -0.612 0.608 -2.911 0.12 0.05 0.03
```
Positions in Å, forces in eV/Å.

Here are the natural (NBO) charges for atoms 1 to 4, given in e: atom 1 (C): -0.60, atom 2 (C): -0.39, atom 3 (C): -0.59, atom 4 (C): 0.18

=====

# 6
An isolated molecule of C2H4FNS. Source: the OMol25 dataset; level of theory: ωB97M-V/def2-TZVPD.

## Properties
- DFT total energy (eV) = -17181.7461
- maximum force (eV Å⁻¹) = 0.306
- LUMO level (hartree) = 0.026
- SMILES = NC(=S)CF
- ΔE to the lowest compared entry with this formula, charge and spin (kJ/mol) = 0.0
- charge = 0

Structure (XYZ):
```
9
Properties=species:S:1:pos:R:3:forces:R:3
N 0.187 1.312 0.006 0.08 -0.14 -0.03
C 0.619 0.054 0.001 -0.01 -0.11 0.00
S 2.195 -0.424 0.001 -0.26 0.06 -0.01
C -0.493 -0.974 0.002 0.19 0.24 0.00
F -1.744 -0.361 0.001 -0.07 -0.05 0.02
H 0.857 2.054 -0.012 0.18 0.21 0.01
H -0.797 1.515 -0.006 -0.11 0.01 0.00
H -0.417 -1.591 -0.886 0.03 -0.10 -0.10
H -0.406 -1.585 0.893 -0.03 -0.11 0.11
```
Positions in Å, forces in eV/Å.

Here are the natural (NBO) charges for atoms 1 to 4, given in e: atom 1 (N): -0.75, atom 2 (C): 0.08, atom 3 (S): -0.17, atom 4 (C): -0.02